Here is 2 unconnected molecules or ions with the total composition C9H17F at a distorted geometry from OMol25. Energies are from the ωB97M-V functional and the def2-TZVPD basis.

```
! wB97M-V def2-TZVPD RIJCOSX def2/J DEFGRID3
* xyz 0 1
C -3.19113 -0.84968 -0.19796
C -2.48371 0.12606 0.33168
C 0.16091 -1.45398 -1.13662
C 0.17049 -1.52778 1.39090
C 0.31312 1.63667 1.19407
C 0.44402 1.31056 -1.31631
C 2.40241 0.48566 0.09842
C 0.20907 -0.70171 0.08152
C 0.77109 0.65418 0.02013
F -2.76307 1.38725 0.43073
H -3.98815 -0.44458 -0.72926
H -2.97620 -1.87706 -0.06298
H -0.69178 -1.07116 -1.63619
H 1.00207 -1.25281 -1.89668
H -0.06200 -2.52814 -0.99560
H 0.87548 -2.24695 1.38990
H -0.85497 -1.92552 1.38047
H 0.31227 -0.95244 2.18822
H -0.68135 1.67971 1.38424
H 0.88724 1.35564 2.06450
H 0.77478 2.54727 0.81669
H 0.44649 2.41007 -1.53777
H 0.98202 0.80640 -2.20574
H -0.64984 0.91927 -1.36081
H 2.89088 0.65946 -0.89578
H 2.85621 -0.42124 0.51942
H 2.84364 1.27482 0.68080
*
```

Results
HOMO level (spin up / spin down) ... -8.7874 / -6.9507 eV
Orbital gap (spin up / spin down) ... 9.6 / 6.8 eV
E_tot ... -452.74748 Ha

The molecule's natural (NBO) atomic charges, reported in e, are given here: -0.659, 0.439, -0.742, -0.661, -0.586, -0.630, -0.626, 0.255, -0.141, -0.332, 0.211, 0.228, 0.251, 0.226, 0.220, 0.200, 0.225, 0.209, 0.218, 0.201, 0.206, 0.233, 0.206, 0.216, 0.210, 0.212, 0.212

Here is 10 unconnected molecules or ions with the total composition C13H46O12 at a distorted geometry from OMol25. Energies are from the ωB97M-V functional and the def2-TZVPD basis.

```
! wB97M-V def2-TZVPD RIJCOSX def2/J DEFGRID3
* xyz 0 1
C 14.62484 12.13005 13.83669
C 13.63659 12.24347 12.69967
O 12.72360 11.19489 13.00693
H 14.22469 12.42895 14.80552
H 15.45171 12.81192 13.63811
H 15.01691 11.11300 13.83803
H 14.03264 12.09579 11.69496
H 13.19502 13.23646 12.61552
H 11.94901 11.62237 13.37958
C 12.99493 10.58996 9.22854
C 12.35967 10.48804 7.84523
O 12.42341 11.80560 7.29029
O 14.46495 10.61939 9.19939
H 12.71056 9.70016 9.79023
H 12.63989 11.42983 9.82576
H 11.35244 10.08102 7.75612
H 12.97915 9.85148 7.21346
H 11.83717 12.33866 7.83230
H 14.64449 11.51695 8.91000
C 10.04667 14.42665 9.19393
C 10.30876 15.01832 10.58144
O 9.33368 14.46721 11.44398
O 10.58402 13.10562 9.07261
H 10.54123 15.00019 8.40999
H 8.98195 14.39328 8.96293
H 10.24381 16.10565 10.62152
H 11.32136 14.87992 10.96036
H 8.98325 15.08423 12.09058
H 9.93194 12.54092 9.49393
C 7.92718 7.81505 8.24848
O 8.62687 9.01186 8.13261
H 6.91808 8.01735 8.60750
H 7.77053 7.33245 7.28377
H 8.43629 7.16991 8.96450
H 9.33734 8.76954 7.53417
C 8.14925 9.86266 14.77382
O 9.30320 9.12729 14.99921
H 7.39376 9.14760 14.44821
H 7.88450 10.37580 15.69831
H 8.33783 10.68522 14.08393
H 9.47641 8.53254 14.26581
C 9.73758 13.78967 14.35165
O 10.56472 12.97618 13.53360
H 9.85351 14.80395 13.96969
H 8.70951 13.44906 14.22850
H 10.01590 13.71183 15.40264
H 10.20285 12.97629 12.64441
C 8.47725 11.76148 6.26417
O 8.05597 12.58359 5.23277
H 8.02140 12.00047 7.22500
H 8.23709 10.79322 5.82495
H 9.56367 11.71562 6.33955
H 8.08861 13.49975 5.51769
C 9.92173 6.02494 13.05373
O 10.10734 7.36608 12.63440
H 9.18141 6.03956 13.85361
H 9.56331 5.36855 12.26076
H 10.87712 5.64002 13.41032
H 10.68620 7.29223 11.87212
C 6.00298 12.97385 11.34986
O 5.50758 14.30715 11.42312
H 5.17669 12.26612 11.28313
H 6.63815 12.91624 10.46592
H 6.56336 12.87342 12.27937
H 5.15057 14.34081 12.31363
C 9.13257 10.73667 11.28709
O 8.67465 11.01291 9.99639
H 8.76018 9.80671 11.71674
H 10.21871 10.64713 11.26746
H 8.94746 11.55588 11.98188
H 8.49279 10.23367 9.46601
*
```

Results
SMILES ... OCCO.OCCO.CCO.CO.CO.CO.CO.CO.CO.CO
HOMO level ... -9.4678 eV
Orbital gap ... 9.7 eV
E_tot ... -1425.58077 Ha

The molecule's Mulliken atomic charges, reported in e, are given here: -1.256, 0.202, -0.434, 0.279, 0.402, 0.291, 0.162, 0.112, 0.379, 0.125, 0.317, -0.650, -0.570, 0.213, -0.067, -0.532, 0.401, 0.439, 0.329, -0.719, -0.317, -0.296, -0.054, 0.373, 0.316, 0.464, 0.127, 0.198, -0.079, -0.797, -0.426, 0.274, 0.344, 0.249, 0.217, -0.219, -0.493, 0.288, 0.287, -0.099, 0.287, -0.732, -0.399, 0.262, 0.217, 0.280, 0.183, -0.255, -0.575, 0.037, 0.224, 0.262, 0.298, -0.680, -0.409, 0.232, 0.285, 0.314, 0.270, -0.126, -0.549, 0.353, -0.033, 0.026, 0.315, 0.033, -0.099, 0.540, 0.072, -0.532, 0.122